Entry 1:
ORCA calculation (the ωB97M-V functional and the def2-TZVPD basis) on a molecular structure, C35H29BF3NO2S at a distorted geometry.

Geometry as ORCA input:
```
! RIJCOSX wB97M-V def2-TZVPD def2/J DEFGRID3
* xyz 0 1
C 2.223 3.700 2.484
C 1.871 2.369 1.900
N 2.693 1.719 1.064
C 2.153 0.539 0.576
C 0.838 0.506 1.021
C 0.115 -0.773 0.909
C 0.900 -1.949 0.442
C 2.187 -1.793 0.010
C 2.824 -0.549 0.026
C 0.708 1.540 2.082
C -0.391 1.632 3.021
C -1.674 1.539 2.388
C -1.814 1.603 0.961
C -2.958 1.193 0.305
C -4.108 0.843 1.018
C -5.330 0.417 0.268
C -4.047 0.938 2.414
C -2.872 1.248 3.075
H 1.370 4.387 2.388
H 2.481 3.617 3.551
H 3.086 4.139 1.951
H 3.602 2.086 0.774
H -0.947 -0.746 0.650
H 0.458 -2.957 0.494
H 2.762 -2.671 -0.282
H 3.816 -0.402 -0.357
H -0.250 1.818 4.070
H -0.940 1.813 0.328
H -2.953 1.122 -0.788
H -6.234 0.792 0.759
H -5.288 0.780 -0.768
H -5.425 -0.676 0.211
H -4.946 0.728 2.983
H -2.798 1.151 4.149
C -0.625 -0.746 9.364
C -0.469 0.239 8.259
C 0.681 1.009 8.080
C 0.627 1.899 6.994
C -0.542 1.844 6.193
B 0.360 -1.246 2.323
C -1.151 3.049 5.685
C -2.554 3.210 5.735
C -3.063 4.482 5.616
C -2.199 5.566 5.494
C -2.774 6.948 5.613
F -2.152 7.643 6.615
F -2.617 7.674 4.461
F -4.114 6.919 5.894
C -0.830 5.408 5.268
C -0.297 4.142 5.368
O 1.506 -0.769 2.994
C 1.618 -1.592 4.055
C 0.474 -2.461 4.071
C 0.665 -3.773 4.363
C 1.980 -4.219 4.403
C 3.062 -3.356 4.489
C 2.879 -1.988 4.431
O -0.432 -2.084 3.081
S -1.540 0.514 6.938
H 0.134 -0.565 10.133
H -1.592 -0.738 9.877
H -0.438 -1.759 8.990
H 1.507 0.965 8.782
H 1.386 2.669 6.828
H -3.223 2.392 6.042
H -4.140 4.632 5.672
H -0.174 6.252 5.038
H 0.793 3.994 5.324
H -0.171 -4.452 4.237
H 2.147 -5.284 4.289
H 4.073 -3.757 4.490
H 3.707 -1.291 4.414
*
```

Results
LUMO level = -1.287 eV
HOMO = -0.19106 Eh
HOMO-LUMO gap = 3.9119 eV
Relative energy (zero: lowest compared OMol25 entry of this formula, charge and spin) = 4.305 eV

***

Entry 2:
ORCA calculation (the ωB97M-V functional and the def2-TZVPD basis) on a molecular structure, C35H30BCl2F9N9OPbS2Si at a distorted geometry.

Geometry as ORCA input:
```
! RIJCOSX wB97M-V def2-TZVPD def2/J DEFGRID3
* xyz -1 1
Pb -0.352 0.257 -0.203
F -4.479 -4.276 -4.305
C -4.125 -3.323 -3.421
C -2.791 -3.073 -3.132
F -1.840 -3.808 -3.730
C -2.431 -2.069 -2.247
F -1.113 -1.907 -2.034
C -3.376 -1.262 -1.588
S -3.044 0.031 -0.498
C -4.723 -1.566 -1.885
F -5.709 -0.876 -1.285
C -5.090 -2.551 -2.781
F -6.389 -2.769 -3.054
C 4.002 3.609 2.382
N 2.732 2.967 2.200
C 2.416 1.857 1.513
N 1.151 1.559 1.713
C 0.722 2.527 2.550
N 1.652 3.390 2.868
C 4.880 2.868 3.368
C 6.191 3.283 3.578
C 7.005 2.620 4.483
C 6.537 1.520 5.177
C 5.231 1.091 4.960
C 4.404 1.777 4.074
C 4.726 -0.100 5.602
N 5.359 -0.901 6.411
N 4.530 -1.914 6.693
C 3.416 -1.693 6.051
O 3.476 -0.545 5.348
C 2.244 -2.535 6.017
C 2.341 -3.845 6.478
C 1.236 -4.669 6.411
C 0.039 -4.192 5.905
C -0.072 -2.877 5.467
C -1.423 -2.366 5.028
N -1.380 -1.363 3.998
C -0.799 -1.400 2.794
N -1.091 -0.294 2.140
C -1.863 0.404 2.996
N -2.059 -0.215 4.132
C 1.038 -2.049 5.516
H 3.786 4.615 2.761
H 4.512 3.693 1.416
H 3.113 1.304 0.918
H -0.275 2.580 2.933
H 6.581 4.129 3.031
H 8.019 2.954 4.638
H 7.153 0.974 5.874
H 3.390 1.430 3.947
H 3.288 -4.187 6.864
H 1.307 -5.692 6.746
H -0.819 -4.847 5.850
H -1.931 -1.894 5.878
H -2.038 -3.206 4.683
H -0.191 -2.206 2.444
H -2.288 1.356 2.754
H 0.979 -1.026 5.172
C 3.469 4.123 -4.321
Si 1.925 4.351 -3.203
C 1.011 5.919 -3.808
C 2.549 4.565 -1.419
C 0.813 2.844 -3.482
C 0.741 2.270 -4.741
C 0.013 1.109 -4.966
C -0.529 0.472 -3.870
N -0.471 0.987 -2.656
C 0.099 2.185 -2.465
S -0.157 2.812 -0.877
H 4.134 4.976 -4.217
H 3.198 4.048 -5.371
H 4.029 3.229 -4.059
H 1.685 6.771 -3.844
H 0.186 6.171 -3.149
H 0.609 5.775 -4.807
H 3.152 5.462 -1.313
H 3.150 3.711 -1.119
H 1.712 4.632 -0.735
H 1.261 2.730 -5.569
H -0.091 0.693 -5.953
H -1.028 -0.481 -3.963
Cl 2.504 -0.041 -1.802
C 3.507 -1.223 -0.935
Cl 4.772 -0.410 -0.024
H 3.976 -1.872 -1.674
H 2.883 -1.791 -0.246
F 2.221 -2.273 1.911
B 1.683 -3.392 1.269
F 0.665 -2.952 0.424
F 1.156 -4.242 2.221
F 2.674 -4.002 0.527
*
```

Results
LUMO level = 1.678 eV
HOMO = -0.19229 Eh
HOMO-LUMO gap = 6.9102 eV

***

Entry 3:
ORCA calculation (the ωB97M-V functional and the def2-TZVPD basis) on a molecular structure, C35H30ClN3O2RhSSi at a distorted geometry.

Geometry as ORCA input:
```
! RIJCOSX wB97M-V def2-TZVPD def2/J DEFGRID3
* xyz 1 5
Rh 15.835 -3.646 13.136
C 8.480 -0.968 15.105
C 9.866 -1.593 15.089
C 10.869 -1.168 15.950
C 12.097 -1.718 16.110
C 12.398 -2.817 15.319
C 11.455 -3.270 14.402
C 10.216 -2.663 14.265
S 13.910 -3.615 15.487
O 13.958 -4.761 14.524
O 14.149 -3.825 16.855
N 15.006 -2.662 14.850
C 16.188 -2.338 15.477
C 16.340 -1.798 16.764
C 17.572 -1.343 17.079
C 18.672 -1.597 16.268
C 18.462 -2.238 15.088
N 17.220 -2.536 14.673
H 8.581 -0.062 14.592
H 8.147 -0.831 16.109
H 7.796 -1.728 14.607
H 10.548 -0.370 16.673
H 12.748 -1.456 16.929
H 11.574 -4.080 13.756
H 9.479 -3.201 13.597
H 15.495 -1.776 17.459
H 17.720 -0.728 17.996
H 19.621 -1.335 16.644
H 19.272 -2.402 14.340
Cl 19.574 -7.520 11.521
C 18.505 -7.181 12.846
C 18.299 -7.994 13.992
C 17.442 -7.545 14.986
C 16.698 -6.441 14.749
N 16.851 -5.657 13.689
C 17.744 -6.033 12.744
H 18.858 -8.938 13.991
H 17.332 -8.134 15.882
H 16.067 -6.160 15.535
H 17.774 -5.398 11.806
C 15.842 -6.670 8.360
C 14.737 -6.597 9.204
C 14.412 -5.386 9.853
C 15.375 -4.355 9.873
C 16.559 -4.475 9.193
C 16.730 -5.606 8.379
Si 15.007 -2.799 10.893
C 13.234 -2.296 10.898
C 12.599 -2.503 9.688
C 11.313 -1.966 9.459
C 10.722 -1.299 10.477
C 11.304 -1.157 11.744
C 12.583 -1.596 11.927
C 16.096 -1.210 10.831
C 17.506 -1.257 10.848
C 18.290 -0.097 10.611
C 17.649 1.113 10.473
C 16.278 1.138 10.473
C 15.510 0.020 10.730
H 16.026 -7.543 7.700
H 13.989 -7.316 9.245
H 13.530 -5.467 10.552
H 17.334 -3.740 9.151
H 17.639 -5.747 7.767
H 13.152 -3.029 8.869
H 10.776 -2.150 8.496
H 9.672 -0.982 10.275
H 10.768 -0.634 12.504
H 13.110 -1.485 12.808
H 17.962 -2.270 10.920
H 19.340 -0.135 10.499
H 18.197 2.018 10.261
H 15.700 2.036 10.166
H 14.425 0.080 10.733
*
```

Results
LUMO level (alpha / beta) = -2.393 / -4.594 eV
HOMO (alpha / beta) = -0.36901 / -0.41815 Eh
HOMO-LUMO gap (alpha / beta) = 7.6485 / 6.7844 eV
Relative energy (zero: lowest compared OMol25 entry of this formula, charge and spin) = 0.509 eV

***

Entry 4:
ORCA calculation (the ωB97M-V functional and the def2-TZVPD basis) on a molecular structure, C35H30CoF6N7O4S at a distorted geometry.

Geometry as ORCA input:
```
! RIJCOSX wB97M-V def2-TZVPD def2/J DEFGRID3
* xyz 2 1
Co 2.538 0.523 0.781
F -2.807 -0.615 -3.126
C -2.759 -0.534 -1.782
C -1.579 -0.225 -1.177
C -1.495 -0.218 0.222
C -0.234 0.074 0.874
O 0.772 0.349 0.161
C -0.219 0.020 2.279
C -1.372 -0.267 2.955
N -2.539 -0.564 2.361
C -3.697 -0.873 3.180
C -3.521 -1.779 4.359
C -4.255 -2.268 3.148
C -2.633 -0.538 0.978
C -3.847 -0.806 0.329
C -3.931 -0.818 -1.051
N -5.123 -1.148 -1.702
C -5.531 -0.586 -2.970
C -6.944 -0.027 -2.861
N -7.872 -1.111 -2.373
C -7.416 -1.680 -1.054
C -5.996 -2.195 -1.234
C 1.019 0.237 3.111
O 0.884 0.443 4.299
O 2.173 0.121 2.534
H -0.694 -0.031 -1.767
H -1.352 -0.270 4.037
H -4.384 -0.042 3.275
H -4.081 -1.541 5.250
H -2.538 -2.192 4.537
H -5.329 -2.382 3.204
H -3.741 -2.989 2.526
H -4.730 -0.998 0.920
H -5.495 -1.340 -3.768
H -4.873 0.224 -3.270
H -7.319 0.324 -3.821
H -6.998 0.776 -2.128
H -7.902 -1.864 -3.067
H -8.824 -0.751 -2.294
H -8.112 -2.465 -0.765
H -7.459 -0.862 -0.336
H -6.014 -3.021 -1.962
H -5.636 -2.616 -0.298
F 1.979 -1.053 -1.819
C 2.448 -1.890 -0.846
C 2.827 -1.373 0.379
C 3.297 -2.329 1.275
F 3.747 -1.997 2.489
C 3.360 -3.681 0.970
F 3.819 -4.543 1.872
C 2.951 -4.143 -0.269
F 3.007 -5.433 -0.564
C 2.490 -3.227 -1.195
F 2.091 -3.624 -2.405
S 6.390 1.241 2.874
C 4.758 0.820 2.625
N 4.412 0.614 1.390
C 5.487 0.785 0.521
C 5.480 0.565 -0.858
C 6.652 0.757 -1.559
C 7.828 1.151 -0.912
C 7.856 1.342 0.454
C 6.674 1.150 1.164
H 4.037 0.750 3.426
H 4.579 0.234 -1.355
H 6.669 0.586 -2.627
H 8.732 1.290 -1.488
H 8.770 1.619 0.960
C 2.576 5.232 0.851
N 2.629 4.257 -0.240
C 2.627 4.613 -1.550
C 2.596 3.688 -2.536
C 2.625 2.312 -2.154
N 2.697 1.986 -0.867
C 2.602 2.925 0.086
O 2.428 2.526 1.248
N 2.635 1.348 -3.070
H 2.691 6.229 0.436
H 3.379 5.034 1.557
H 1.626 5.156 1.376
H 2.629 5.675 -1.751
H 2.575 3.980 -3.574
H 2.602 1.573 -4.047
H 2.607 0.382 -2.781
*
```

Results
LUMO level = -4.841 eV
HOMO = -0.46551 Eh
HOMO-LUMO gap = 7.8258 eV
Relative energy (zero: lowest compared OMol25 entry of this formula, charge and spin) = 0.569 eV

***

> Which formula does entry 3 have?

C35H30ClN3O2RhSSi

***

> Number 3 is which compound?

C35H30ClN3O2RhSSi